(1)
Here is a molecular structure, C25H30N2O5 from the Open Molecules 2025 dataset. Energies are from ωB97M-V/def2-TZVPD.

Geometry as XYZ:
```
62
C25H30N2O5 (ωB97M-V/def2-TZVPD)
C -1.05 -0.56 7.17
C -0.13 -1.67 6.42
C -0.86 -2.42 5.20
C -0.82 -1.49 4.08
H -1.16 -0.61 4.32
O 0.52 -1.14 3.80
C 0.72 -0.27 2.78
C -0.30 0.03 1.86
C 0.00 0.78 0.77
C 1.35 1.11 0.35
C 2.13 0.45 1.23
C 1.99 -0.38 2.35
C 3.30 -0.85 3.10
H 2.91 -0.49 4.15
H 4.15 -0.69 2.73
H 2.95 -1.82 3.25
H 3.46 0.84 0.90
C 1.69 1.89 -0.77
C 1.00 1.52 -2.17
C 1.51 2.25 -3.19
O 2.55 2.92 -3.29
C 0.72 1.59 -4.26
O 0.87 1.75 -5.58
N -0.10 0.73 -3.75
C -0.92 -0.44 -4.74
H -0.32 -0.62 -5.55
C -1.84 0.76 -5.28
C -3.12 1.16 -4.32
O -2.44 2.23 -3.22
C -2.07 3.49 -3.87
H -1.86 3.93 -3.04
H -2.84 3.76 -4.38
H -1.28 3.35 -4.58
H -3.28 0.47 -3.63
H -3.75 1.76 -4.76
H -1.74 1.43 -5.91
H -2.49 -0.10 -6.05
H -1.43 -0.74 -3.94
C -0.04 0.59 -2.39
C 0.16 -0.79 -1.74
C 1.55 -1.17 -2.09
C 1.64 -2.48 -1.31
N 0.95 -3.26 -0.68
C -0.15 -2.66 -0.55
C -0.65 -1.61 -1.06
H -1.56 -1.02 -1.10
H -0.89 -3.20 -0.08
H 2.87 -2.95 -1.74
H 2.27 -0.97 -2.71
H -1.06 0.89 -1.93
O 2.68 2.58 -0.77
H 2.88 2.96 -1.67
H -0.83 1.30 -0.03
H -1.34 0.16 2.12
H -1.39 -1.85 3.26
H -1.97 -2.58 5.63
H -0.11 -3.32 5.10
H 0.06 -2.46 7.41
H 0.72 -1.30 6.22
H -0.66 0.06 8.03
H -1.88 -1.08 7.40
H -1.22 0.27 6.48
```

As for the charge: 0. As for the max |F|: 0.3079 hartree/bohr. Its energy above the lowest of the compared OMol25 structures with the same formula, charge and spin is 24.6756 eV.

(2)
Here is a gas-phase ion, C25H30N3O4 (charge -1) from the Open Molecules 2025 dataset. Energies are from ωB97M-V/def2-TZVPD.

Geometry as XYZ:
```
62
C25H30N3O4 (ωB97M-V/def2-TZVPD)
C 1.42 3.54 0.68
C 1.12 2.23 -0.05
C 1.61 2.33 -1.49
C 1.88 1.09 0.64
C -0.40 1.99 0.01
C -1.20 1.91 -1.14
C -2.57 1.73 -1.05
C -3.17 1.61 0.20
O -4.52 1.35 0.24
C -2.40 1.71 1.38
C -1.02 1.87 1.26
H 1.11 3.50 1.73
H 2.50 3.74 0.65
H 0.91 4.38 0.19
H 1.48 1.38 -2.02
H 1.09 3.12 -2.04
H 2.68 2.57 -1.49
H 1.74 0.15 0.10
H 2.95 1.32 0.65
H 1.55 0.95 1.68
H -0.75 1.99 -2.13
H -3.19 1.69 -1.95
H -2.87 1.66 2.35
H -0.41 1.91 2.16
C -10.13 -2.25 1.79
N -10.22 -0.83 1.49
C -11.45 -0.46 0.82
C -9.05 -0.08 1.30
C -8.04 -0.52 0.42
C -6.90 0.25 0.22
C -6.74 1.44 0.93
C -5.46 2.26 0.80
C -5.59 3.47 -0.02
C -4.47 4.38 0.10
O -3.74 4.43 1.09
N -4.21 5.20 -1.01
C -3.08 6.10 -0.93
C -4.84 5.05 -2.26
O -4.48 5.66 -3.26
N -5.92 4.16 -2.30
C -6.62 4.10 -3.56
C -6.44 3.47 -1.19
O -7.54 2.90 -1.30
C -7.70 1.85 1.85
C -8.88 1.15 1.99
H -9.36 -2.42 2.55
H -11.11 -2.57 2.18
H -9.90 -2.84 0.89
H -11.55 0.63 0.78
H -11.47 -0.85 -0.21
H -12.29 -0.90 1.37
H -8.17 -1.45 -0.14
H -6.15 -0.07 -0.49
H -5.15 2.60 1.81
H -3.07 6.66 -1.86
H -3.21 6.75 -0.07
H -2.13 5.55 -0.82
H -7.40 3.35 -3.49
H -7.05 5.09 -3.77
H -5.91 3.86 -4.35
H -7.49 2.76 2.42
H -9.68 1.50 2.65
```

As for the charge: -1. Its SMILES is CN(C)c1ccc([C@@H](Oc2ccc(C(C)(C)C)cc2)c2c([O-])n(C)c(=O)n(C)c2=O)cc1. As for the max |F|: 0.0319 hartree/bohr. Its total energy is -39074.9959 eV.

(3)
Here is a molecular structure, C25H31BBe2Br3CaCl4F2N2O16PS2 from the Open Molecules 2025 dataset. Energies are from ωB97M-V/def2-TZVPD.

Geometry as XYZ:
```
90
C25H31BBe2Br3CaCl4F2N2O16PS2 (ωB97M-V/def2-TZVPD)
C 2.70 -4.60 2.40
C 2.69 -5.16 1.04
Cl 3.06 -6.81 0.97
C 2.45 -4.51 -0.07
Cl 2.51 -5.37 -1.55
P 2.08 -2.77 -0.10
B 0.25 -2.35 -0.78
O 0.20 -1.54 -1.84
N -0.91 -2.82 -0.16
C -0.92 -2.24 1.19
C -0.96 -4.28 -0.09
C 3.35 -1.82 -1.05
Cl 3.18 -1.92 -2.77
C 4.76 -2.17 -0.50
C 5.39 -3.41 -1.12
Cl 5.94 -0.76 -0.67
H 2.97 -3.56 2.44
H 3.45 -5.12 2.96
H 1.73 -4.71 2.87
H 2.13 -2.24 1.20
H 0.12 -0.63 -1.52
H -0.80 -2.95 1.99
H -1.90 -1.84 1.29
H -0.15 -1.47 1.34
H -0.84 -4.70 -1.07
H -1.95 -4.56 0.21
H -0.27 -4.73 0.63
H 3.16 -0.77 -0.78
H 4.71 -2.34 0.55
H 5.29 -4.21 -0.41
H 6.45 -3.26 -1.26
H 4.93 -3.73 -2.04
O 1.31 3.02 -3.28
S 1.89 1.68 -3.23
O 1.64 0.97 -4.47
O 1.31 0.93 -2.07
O 3.35 1.73 -2.89
C 3.22 -0.15 3.96
Br 4.42 -0.39 2.45
Br 2.57 1.65 3.95
Br 1.76 -1.40 3.95
H 3.79 -0.33 4.87
C -5.65 -3.03 0.37
C -5.82 -2.20 1.64
O -5.43 -3.11 2.72
S -4.28 -4.06 2.14
O -3.05 -3.47 2.46
O -4.59 -5.41 2.36
O -4.50 -3.77 0.59
H -6.51 -3.69 0.23
H -5.46 -2.48 -0.57
H -6.83 -1.84 1.77
H -5.13 -1.36 1.66
C -1.80 3.84 3.64
C -1.25 3.49 2.27
O 0.00 4.18 2.25
C 0.43 4.24 3.60
O 1.53 4.49 3.92
O -0.58 3.96 4.42
F -2.02 3.99 1.26
H -2.33 4.79 3.65
H -2.45 3.07 4.03
H -1.10 2.42 2.11
Be 0.00 3.97 0.10
C -3.63 -0.50 -2.62
C -2.58 -0.39 -3.66
C -1.19 0.02 -3.13
O -0.22 0.09 -3.83
C -1.08 0.34 -1.72
C -2.10 0.23 -0.72
C -3.47 -0.27 -1.25
O -4.46 -0.53 -0.47
O -1.99 0.48 0.47
O -2.73 -0.59 -4.81
H -4.65 -0.78 -2.91
H -0.09 0.68 -1.42
Be -3.68 -2.17 -1.21
N -0.81 8.46 -1.76
C -0.36 9.29 -2.69
C 0.98 9.42 -3.03
C 1.90 8.63 -2.37
C 1.45 7.76 -1.39
C 0.09 7.71 -1.14
H -1.12 9.89 -3.18
H 1.29 10.11 -3.80
H 2.95 8.70 -2.60
H 2.14 7.12 -0.85
H -0.32 7.04 -0.38
F -2.67 -4.05 -2.14
Ca 3.14 0.96 -0.53
```

As for the charge: +2. As for the max |F|: 0.0883 hartree/bohr. Its energy above the lowest of the compared OMol25 structures with the same formula, charge and spin is 0.0000 eV.

(4)
Here is a molecular structure, C25H31BaClN2OSi from the Open Molecules 2025 dataset. Energies are from ωB97M-V/def2-TZVPD.

Geometry as XYZ:
```
62
C25H31BaClN2OSi (ωB97M-V/def2-TZVPD)
Ba -1.82 1.93 -0.75
Cl -5.40 -5.13 -0.98
C -4.79 -3.50 -1.11
C -4.98 -2.78 -2.30
C -4.51 -1.50 -2.41
C -3.82 -0.86 -1.35
O -3.42 0.37 -1.49
C -3.62 -1.60 -0.16
C -2.89 -1.15 1.00
N -2.20 -0.08 1.18
C -1.45 0.03 2.38
C -1.01 -1.04 3.12
C -0.29 -0.87 4.32
C 0.04 0.37 4.77
C -0.31 1.50 3.99
C 0.11 2.81 4.34
C -0.16 3.86 3.52
C -0.87 3.60 2.34
N -1.30 2.41 1.98
C -1.04 1.34 2.79
C -4.13 -2.92 -0.07
H -5.49 -3.25 -3.13
H -4.65 -0.93 -3.32
H -2.95 -1.87 1.83
H -1.19 -2.05 2.78
H 0.02 -1.75 4.87
H 0.60 0.51 5.68
H 0.67 2.95 5.26
H 0.16 4.87 3.75
H -1.07 4.41 1.64
H -3.99 -3.48 0.85
C 0.77 -1.40 -0.29
Si 1.09 0.29 -1.15
C 2.63 0.98 -0.17
C 2.93 2.43 -0.55
C 3.91 0.15 -0.35
C 2.27 0.95 1.32
C 1.57 -0.26 -2.96
C 2.41 -1.54 -3.01
C 2.32 0.86 -3.69
C 0.26 -0.52 -3.70
H 1.68 -2.02 -0.19
H 0.04 -1.98 -0.86
H 0.37 -1.26 0.72
H 3.18 2.53 -1.61
H 3.77 2.82 0.03
H 2.06 3.07 -0.36
H 4.29 0.21 -1.37
H 3.75 -0.91 -0.11
H 4.71 0.51 0.32
H 1.33 1.49 1.51
H 3.06 1.44 1.91
H 2.15 -0.06 1.70
H 3.37 -1.42 -2.51
H 2.62 -1.82 -4.06
H 1.89 -2.38 -2.55
H 3.32 1.01 -3.28
H 1.78 1.81 -3.63
H 2.44 0.60 -4.76
H -0.35 -1.27 -3.20
H 0.47 -0.89 -4.72
H -0.33 0.39 -3.80
```

As for the charge: 0. As for the max |F|: 0.0086 hartree/bohr. Its energy above the lowest of the compared OMol25 structures with the same formula, charge and spin is 0.0255 eV.

(5)
Here is a molecular structure, C25H31BeN4O3P3Se from the Open Molecules 2025 dataset. Energies are from ωB97M-V/def2-TZVPD.

Geometry as XYZ:
```
68
C25H31BeN4O3P3Se (ωB97M-V/def2-TZVPD)
Be 0.22 -0.52 0.03
C 3.67 -0.57 -0.63
P 2.27 -1.28 0.29
C 2.62 -3.07 0.26
C 2.53 -0.83 2.03
C 3.81 -0.70 2.55
C 4.00 -0.41 3.90
C 2.89 -0.28 4.73
C 1.61 -0.41 4.22
C 1.41 -0.66 2.86
P -0.27 -0.77 2.14
C -0.91 -2.32 2.86
C -1.19 0.51 3.05
H 4.60 -1.09 -0.39
H 3.77 0.49 -0.41
H 3.49 -0.69 -1.70
H 3.61 -3.25 0.67
H 2.57 -3.43 -0.76
H 1.88 -3.60 0.86
H 4.67 -0.81 1.91
H 5.00 -0.30 4.29
H 3.03 -0.07 5.78
H 0.78 -0.32 4.89
H -0.79 -2.29 3.95
H -0.35 -3.17 2.47
H -1.97 -2.44 2.62
H -0.93 0.49 4.11
H -2.26 0.34 2.95
H -0.96 1.50 2.64
Se 0.70 2.46 -6.45
N 1.05 3.03 -4.83
C 0.73 2.09 -3.98
C 0.88 2.19 -2.54
C 1.42 3.30 -1.88
C 1.51 3.27 -0.50
C 1.09 2.15 0.19
N 0.59 1.08 -0.43
C 0.48 1.10 -1.77
C -0.01 -0.12 -2.37
N -0.26 -1.13 -1.51
C -0.64 -2.30 -2.00
C -0.82 -2.51 -3.36
C -0.59 -1.48 -4.25
C -0.15 -0.25 -3.75
C 0.20 0.89 -4.57
N 0.12 0.91 -5.88
H 1.74 4.16 -2.46
H 1.92 4.11 0.04
H 1.16 2.09 1.27
H -0.80 -3.10 -1.29
H -1.14 -3.48 -3.71
H -0.72 -1.60 -5.32
C -4.78 1.65 1.46
O -4.33 0.95 0.30
P -2.78 0.56 0.02
O -3.03 -0.78 -0.87
C -3.56 -1.95 -0.27
O -2.44 1.44 -1.31
C -2.59 2.86 -1.26
H -5.74 2.09 1.21
H -4.09 2.44 1.76
H -4.92 0.96 2.30
H -3.86 -2.61 -1.08
H -4.43 -1.72 0.35
H -2.81 -2.46 0.35
H -2.12 3.26 -2.15
H -2.11 3.29 -0.37
H -3.64 3.13 -1.26
```

As for the charge: +2. As for the max |F|: 0.0203 hartree/bohr. Its energy above the lowest of the compared OMol25 structures with the same formula, charge and spin is 0.1983 eV.

(6)
Here is 7 unconnected molecules or ions with the total composition C25H31Br3N6 from the Open Molecules 2025 dataset. Energies are from ωB97M-V/def2-TZVPD.

Geometry as XYZ:
```
65
C25H31Br3N6 (ωB97M-V/def2-TZVPD)
N 5.37 1.59 1.10
C 6.14 2.52 1.79
C 5.32 3.12 2.75
C 4.00 2.72 2.49
C 4.06 1.75 1.50
H 5.77 1.00 0.39
H 7.16 2.76 1.54
H 5.48 4.02 3.33
H 3.16 3.31 2.83
H 3.22 1.24 1.04
N -0.82 -1.69 4.07
C 0.44 -2.19 3.95
C 0.29 -3.46 3.37
C -1.05 -3.67 3.08
C -1.75 -2.57 3.65
H -1.14 -0.80 4.42
H 1.25 -1.63 4.38
H 1.02 -4.22 3.16
H -1.52 -4.54 2.66
H -2.81 -2.39 3.69
N -0.47 0.54 -6.48
C -0.18 0.37 -5.17
C 1.19 0.21 -5.05
C 1.77 0.51 -6.29
C 0.68 0.63 -7.20
H -1.43 0.59 -6.79
H -0.90 0.33 -4.37
H 1.75 -0.03 -4.16
H 2.80 0.55 -6.60
H 0.75 0.84 -8.26
N 1.87 2.09 5.39
C 1.31 3.24 5.84
C 0.25 3.50 5.04
C 0.32 2.69 3.93
C 1.25 1.72 4.24
H 2.71 1.72 5.81
H 1.64 3.67 6.78
H -0.41 4.34 5.19
H -0.35 2.71 3.09
H 1.52 0.79 3.77
N 0.02 -1.07 1.01
C 0.15 0.23 0.51
C -0.29 0.20 -0.84
C -0.71 -1.08 -1.12
C -0.51 -1.80 0.02
H 0.26 -1.40 1.93
H 0.59 0.94 1.20
H -0.23 0.96 -1.60
H -1.07 -1.40 -2.08
H -0.75 -2.84 0.21
N -5.20 -1.30 -1.13
C -5.81 -0.67 -2.22
C -4.93 0.36 -2.53
C -3.93 0.44 -1.58
C -4.05 -0.67 -0.73
H -5.52 -2.18 -0.76
H -6.70 -1.14 -2.62
H -5.05 1.08 -3.33
H -3.24 1.27 -1.59
H -3.41 -1.05 0.05
C -1.79 -3.24 -5.28
Br -3.51 -3.55 -4.31
Br -2.20 -2.80 -7.19
Br -0.55 -4.74 -5.18
H -1.28 -2.43 -4.76
```

As for the charge: 0. Its SMILES is c1cc[nH]c1.c1cc[nH]c1.c1cc[nH]c1.c1cc[nH]c1.c1cc[nH]c1.c1cc[nH]c1.BrC(Br)Br. As for the max |F|: 0.0597 hartree/bohr. Its energy above the lowest of the compared OMol25 structures with the same formula, charge and spin is 0.8715 eV.

(7)
Here is a molecular structure, C25H31CeN3OP2 from the Open Molecules 2025 dataset. Energies are from ωB97M-V/def2-TZVPD.

Geometry as XYZ:
```
63
C25H31CeN3OP2 (ωB97M-V/def2-TZVPD)
C -0.97 -2.63 -4.26
C -0.12 -1.97 -3.37
C -0.11 -0.55 -3.34
C -0.91 0.18 -4.28
C -1.77 -0.53 -5.16
C -1.82 -1.92 -5.12
C -0.85 1.59 -4.22
C 0.04 2.25 -3.37
C 0.82 1.44 -2.47
C 1.79 2.06 -1.63
C 1.85 3.45 -1.56
C 1.00 4.26 -2.35
C 0.13 3.67 -3.26
H -1.01 -3.72 -4.26
H -2.42 0.05 -5.82
H -2.53 -2.47 -5.75
H -1.51 2.17 -4.87
H 2.54 3.92 -0.86
H 1.04 5.34 -2.22
H -0.51 4.28 -3.91
N 0.49 0.12 -2.29
Ce -0.98 0.16 0.05
C 0.71 -2.74 -2.37
H 1.72 -2.32 -2.27
H 0.75 -3.81 -2.63
C 2.65 1.20 -0.73
H 3.00 0.30 -1.25
H 3.49 1.77 -0.31
P -0.05 -2.60 -0.66
P 1.66 0.62 0.74
C 1.78 2.12 1.78
H 1.40 1.85 2.78
H 2.83 2.45 1.83
H 1.18 2.95 1.35
C 2.85 -0.50 1.53
H 3.74 0.10 1.72
H 2.41 -0.84 2.48
H 3.10 -1.35 0.88
C -1.49 -3.71 -1.00
H -1.15 -4.66 -1.45
H -1.97 -3.90 -0.03
H -2.19 -3.21 -1.68
C 1.03 -3.82 0.16
H 0.60 -4.03 1.15
H 1.04 -4.74 -0.44
H 2.05 -3.45 0.26
H -1.98 1.03 -1.22
H -2.16 -1.04 0.67
N -1.29 -0.24 7.28
C -1.03 -0.67 6.01
O -0.60 -1.79 5.75
C -1.26 0.35 4.93
C -1.59 1.69 5.15
C -1.80 2.51 4.04
C -1.69 1.97 2.74
N -1.29 0.69 2.51
C -1.12 -0.12 3.60
H -1.21 -0.89 8.04
H -1.80 0.61 7.48
H -1.66 2.09 6.16
H -2.04 3.56 4.13
H -1.90 2.56 1.85
H -0.90 -1.16 3.39
```

As for the charge: +2. As for the max |F|: 0.0449 hartree/bohr. Its total energy is -64436.7117 eV.

Which value of charge does entry 4 give?
0

Which formula does entry 1 have?
C25H30N2O5